Record 1
C37H58AgN4O4PS2SeSi | ωB97M-V/def2-TZVPD

Last column: Löwdin charge in e.
Geometry (Å):
Ag -4.604 0.185 2.799  0.3203
N -4.516 -4.297 2.082  0.0241
C -4.443 -2.940 2.098  -0.8858
S -5.519 -2.086 3.140  0.4883
N -3.583 -2.508 1.137  -0.0535
N -3.408 -1.201 1.144  -0.0191
C -2.717 -0.696 0.187  -0.2143
C -2.240 -1.520 -0.930  -0.1728
C -1.619 -2.757 -0.684  -0.0234
C -1.152 -3.460 -1.791  -0.1233
C -1.230 -3.026 -3.069  -0.0992
C -1.891 -1.782 -3.342  -0.0608
C -2.355 -1.085 -2.267  -0.0570
C -2.316 0.727 0.215  -0.2513
C -1.217 1.210 -0.509  -0.0031
C -0.830 2.547 -0.251  -0.0842
C -1.529 3.408 0.607  -0.0794
C -2.618 2.842 1.247  -0.1430
N -2.937 1.559 1.020  0.0633
H -5.248 -4.772 2.614  0.0732
H -4.208 -4.786 1.265  0.0774
H -1.611 -3.123 0.281  0.0721
H -0.672 -4.388 -1.534  0.0952
H -0.869 -3.711 -3.840  0.0985
H -2.023 -1.374 -4.342  0.1007
H -2.822 -0.114 -2.349  0.1132
H -0.568 0.525 -1.040  0.1059
H -0.014 2.937 -0.869  0.1004
H -1.280 4.474 0.650  0.0994
H -3.338 3.393 1.909  0.1044
C 2.163 -1.438 -1.847  -0.0511
C 3.268 -1.894 -2.766  -0.6665
C 2.761 -2.824 -3.891  -0.0150
C 4.422 -2.546 -2.046  -0.0393
O 3.818 -0.740 -3.359  -0.1636
Si 3.374 0.617 -4.172  -0.2409
S 1.659 1.638 -3.776  0.1781
O 4.876 1.356 -3.933  -0.1559
C 5.649 1.816 -2.813  -0.6574
C 6.605 0.675 -2.379  -0.0367
C 4.864 2.405 -1.621  -0.0425
C 6.501 2.921 -3.219  -0.0968
O 3.545 0.096 -5.719  -0.1636
C 2.908 0.329 -6.947  -0.6728
C 1.385 0.038 -6.940  -0.0388
C 3.646 -0.540 -7.931  -0.0445
C 3.151 1.812 -7.251  -0.0486
H 1.731 -2.172 -1.115  0.0971
H 1.399 -0.925 -2.428  0.0416
H 2.581 -0.688 -1.182  0.0625
H 2.204 -3.595 -3.298  0.0874
H 3.575 -3.350 -4.412  0.0813
H 2.096 -2.258 -4.510  0.0662
H 4.027 -3.391 -1.503  0.0738
H 4.909 -1.900 -1.371  0.0546
H 5.170 -2.959 -2.807  0.1111
H 6.057 -0.226 -2.097  0.0458
H 7.203 0.926 -1.477  0.0803
H 7.310 0.329 -3.203  0.1009
H 4.005 1.815 -1.337  0.0447
H 4.470 3.370 -1.956  0.0842
H 5.511 2.471 -0.684  0.1039
H 7.391 2.637 -3.810  0.0848
H 7.001 3.452 -2.400  0.0887
H 5.908 3.572 -3.831  0.0851
H 1.191 -1.053 -6.873  0.0907
H 1.010 0.509 -7.821  0.0593
H 0.958 0.538 -6.109  -0.0029
H 3.536 -1.554 -7.589  0.0776
H 4.711 -0.272 -8.067  0.0904
H 3.237 -0.327 -8.903  0.0706
H 2.846 2.483 -6.411  0.0690
H 2.513 2.112 -8.142  0.0924
H 4.165 2.019 -7.429  0.0555
C -5.844 -1.485 9.497  -0.0653
C -5.818 -0.670 8.223  -0.2819
C -4.725 0.195 8.057  -0.0415
C -4.559 1.002 6.941  -0.2968
C -3.266 1.789 6.733  -0.1122
C -5.571 0.968 5.948  -0.5664
Se -5.270 2.016 4.341  0.4663
C -6.684 0.155 6.141  -0.3056
C -7.779 0.162 5.074  -0.1160
C -6.803 -0.710 7.240  -0.0217
H -5.806 -1.051 10.458  0.0514
H -5.097 -2.239 9.411  0.0594
H -6.815 -2.033 9.345  0.0796
H -3.892 0.080 8.699  0.0910
H -2.500 1.573 7.494  0.0712
H -3.383 2.849 6.655  0.0481
H -2.922 1.487 5.763  0.0241
H -7.425 -0.302 4.175  -0.0026
H -8.173 1.201 4.850  0.0792
H -8.588 -0.460 5.435  0.0546
H -7.591 -1.394 7.372  0.0864
C 2.213 1.529 1.311  -0.1736
P 1.984 0.815 2.935  0.5387
C 1.510 2.374 3.814  -0.1771
C 0.469 -0.048 2.911  -0.1879
O 3.248 0.104 3.433  -0.4207
H 2.473 0.755 0.620  0.0271
H 2.921 2.332 1.319  0.0479
H 1.235 1.937 0.959  0.0428
H 0.455 2.572 3.653  0.0347
H 1.997 3.276 3.457  0.0403
H 1.729 2.282 4.861  0.0324
H -0.309 0.724 2.814  0.0459
H 0.255 -0.572 3.856  0.0705
H 0.400 -0.683 1.997  0.0705

Atoms 1-3, force components in eV/Å:
0.2393 0.1104 -0.1815
-0.8029 -1.1109 0.9326
0.0717 0.3186 -1.3402

Electronic energy ... -161650.8223 eV
LUMO ... 4.0 eV
Total charge ... -2
Energy above the lowest of the compared OMol25 structures with the same formula, charge and spin ... 126.9 kJ/mol

Record 2
C6H10O | ωB97M-V/def2-TZVPD

Last column: Löwdin charge in e.
Geometry (Å):
C -0.191 -0.029 -0.409  -0.0071
C 1.251 -1.116 0.232  -0.1479
C -1.374 0.723 -0.652  -0.3666
C 1.235 -0.038 -0.878  -0.2234
C 2.016 -1.028 1.526  -0.0792
C -2.619 0.763 0.177  -0.0534
O -1.446 1.555 -1.732  0.0283
H 1.786 0.961 -0.487  0.1497
H 1.637 -0.339 -1.840  0.0812
H 0.861 -2.032 -0.197  0.0941
H 1.458 -1.076 2.383  0.0392
H 2.550 -0.102 1.563  0.0660
H 2.699 -1.901 1.411  0.0971
H -3.445 0.143 -0.180  0.0814
H -3.120 1.682 0.166  0.0489
H -2.467 0.654 1.278  0.0955
H -0.831 1.181 -2.361  0.0961

Atoms 1-3, force components in eV/Å:
-0.2374 0.8536 -0.0116
-3.7545 2.6231 -1.7840
3.4302 -2.5896 1.7884

Electronic energy ... -8427.2178 eV
LUMO ... 1.0 eV
Energy above the lowest of the compared OMol25 structures with the same formula, charge and spin ... 388.1 kJ/mol

Record 3
C9H39AsF6O10 | ωB97M-V/def2-TZVPD

Last column: Löwdin charge in e.
Geometry (Å):
O 2.484 -2.174 -0.486  0.2661
H 3.376 -2.302 -0.117  0.1664
H 2.488 -1.429 -1.172  0.0915
H 2.134 -3.008 -0.846  0.1738
As -0.878 0.051 0.145  0.7423
F -1.075 1.514 -0.794  -0.2548
F -1.832 0.815 1.368  -0.2238
F -0.650 -1.357 1.097  -0.2187
F 0.069 -0.592 -1.164  -0.2477
F 0.574 0.685 0.865  -0.2503
F -2.298 -0.611 -0.582  -0.2210
O -3.100 3.182 -0.790  -0.0652
H -2.250 2.720 -0.857  -0.0119
H -3.742 2.475 -0.672  0.0350
O 4.183 2.140 0.800  -0.0491
H 4.249 2.014 -0.149  0.0130
H 3.266 1.930 1.014  0.0279
O 0.419 2.012 -3.087  -0.0510
H 0.773 2.859 -3.375  0.0494
H 0.432 2.051 -2.122  0.0150
O 2.649 -0.149 -2.149  -0.0282
H 1.865 0.304 -2.510  0.0464
H 3.373 0.470 -2.277  0.0813
O -3.618 0.486 3.421  -0.0803
H -3.466 1.400 3.716  -0.0128
H -3.063 0.391 2.639  -0.0145
O -4.200 -2.635 -0.625  -0.0633
H -4.059 -3.253 -1.347  0.0232
H -3.568 -1.920 -0.784  -0.0126
C -4.584 5.026 2.606  -0.0561
C -3.713 3.784 2.603  -0.4385
C -2.251 4.169 2.311  -0.0568
O -3.624 3.166 3.915  -0.0962
H -4.473 5.534 1.648  0.0808
H -4.218 5.695 3.391  0.0826
H -5.643 4.826 2.769  0.0795
H -4.109 3.003 1.962  0.1291
H -2.204 4.893 1.492  0.0726
H -1.764 3.264 1.945  0.0569
H -1.710 4.571 3.163  0.0789
H -3.701 3.824 4.610  0.0936
C 0.624 -2.871 -3.630  -0.0593
C 0.804 -2.617 -5.117  -0.4924
C 1.429 -1.267 -5.434  -0.0459
O 1.579 -3.664 -5.675  -0.0381
H 0.459 -3.918 -3.371  0.0841
H -0.160 -2.238 -3.211  0.0805
H 1.503 -2.603 -3.017  0.0446
H -0.235 -2.692 -5.463  0.1382
H 2.424 -1.301 -4.980  0.0790
H 0.923 -0.353 -5.134  0.0802
H 1.562 -1.246 -6.520  0.0823
H 2.202 -3.303 -6.311  0.0806
C 1.609 -2.875 2.886  -0.0509
C 3.136 -2.985 3.002  -0.5359
C 3.817 -1.638 2.835  -0.0508
O 3.509 -3.636 4.188  -0.0192
H 1.223 -2.468 3.821  0.0967
H 1.178 -3.875 2.776  0.0830
H 1.318 -2.257 2.041  0.0430
H 3.436 -3.569 2.107  0.1158
H 3.432 -1.053 2.002  0.0613
H 4.877 -1.829 2.638  0.0814
H 3.769 -1.092 3.778  0.0942
H 3.038 -4.475 4.212  0.0954

Atoms 1-3, force components in eV/Å:
0.1173 -0.2735 0.2343
-0.0230 -0.0542 0.1737
-0.1320 1.0148 -0.5709

Electronic energy ... -107586.0252 eV
LUMO ... -1.6 eV
Energy above the lowest of the compared OMol25 structures with the same formula, charge and spin ... 66.7 kJ/mol

Record 4
C6H6N2O2 | ωB97M-V/def2-TZVPD

Last column: Löwdin charge in e.
Geometry (Å):
O 1.363 0.137 1.135  -0.0095
C 0.303 0.195 0.505  -0.4568
C -0.246 1.384 -0.061  -0.0319
C -1.531 1.588 -0.174  -0.0779
N -2.271 0.440 -0.108  0.1140
C -1.948 -0.969 0.089  -0.4435
O -2.733 -1.886 0.154  0.1002
N -0.582 -0.936 0.445  0.1831
H 0.744 2.041 -0.027  0.1727
H -1.903 2.530 -0.486  0.1241
H -3.154 0.454 -0.426  0.0902
H -0.166 -1.915 0.367  0.1797
C 2.771 -1.251 -0.626  -0.0279
C 3.267 -0.240 -0.160  -0.0364
H 2.174 -2.132 -0.952  0.0439
H 3.912 0.561 0.325  0.0761

Atoms 1-3, force components in eV/Å:
-2.7715 0.1649 -0.7598
0.0379 -1.7545 1.9076
5.8714 2.1920 1.1411

Electronic energy ... -13390.8165 eV
LUMO ... 0.5 eV
Energy above the lowest of the compared OMol25 structures with the same formula, charge and spin ... 367.6 kJ/mol